(1)
Entry from the OMol25 dataset: C22H28N4O4S2 in the gas phase (the ωB97M-V functional and the def2-TZVPD basis).

Last column: Löwdin charge in e.
Positions of all 60 atoms, in Å:
C (-1.217, -3.227, -0.144)  -0.071
O (-2.028, -2.077, -0.181)  -0.133
C (-3.383, -2.214, 0.035)  -0.189
C (-3.947, -3.404, 0.470)  -0.031
C (-5.306, -3.514, 0.712)  -0.096
C (-6.124, -2.422, 0.502)  -0.097
C (-5.577, -1.237, 0.054)  -0.027
C (-4.208, -1.087, -0.179)  -0.151
N (-3.770, 0.148, -0.653)  -0.093
C (-2.533, 0.336, -1.361)  -0.122
C (-1.394, 0.824, -0.443)  -0.115
N (-1.817, 2.034, 0.230)  -0.123
C (-1.375, 3.267, -0.088)  -0.832
S (-2.266, 4.645, 0.115)  0.659
N (-0.116, 3.380, -0.643)  0.044
C (1.020, 2.665, -0.293)  -0.255
C (1.104, 1.970, 0.918)  -0.006
C (2.224, 1.217, 1.207)  -0.051
C (3.260, 1.151, 0.293)  -0.280
S (4.576, -0.026, 0.558)  0.668
O (4.842, -0.160, 1.958)  -0.275
O (5.653, 0.256, -0.342)  -0.277
N (3.891, -1.471, 0.058)  -0.229
C (3.530, -1.535, -1.339)  -0.174
C (3.236, -2.995, -1.697)  -0.176
O (2.232, -3.528, -0.862)  -0.145
C (2.625, -3.473, 0.492)  -0.181
C (2.873, -2.025, 0.919)  -0.177
C (3.215, 1.874, -0.885)  -0.054
C (2.107, 2.646, -1.172)  0.000
C (-3.056, 1.853, 0.953)  -0.156
C (-4.170, 1.366, 0.015)  -0.129
H (-1.584, -4.001, -0.823)  0.104
H (-1.147, -3.637, 0.869)  0.097
H (-0.227, -2.911, -0.472)  0.078
H (-3.320, -4.264, 0.645)  0.100
H (-5.712, -4.452, 1.058)  0.101
H (-7.188, -2.492, 0.672)  0.101
H (-6.228, -0.399, -0.144)  0.111
H (-2.707, 1.104, -2.126)  0.135
H (-2.237, -0.587, -1.854)  0.127
H (-1.175, 0.055, 0.303)  0.123
H (-0.505, 1.002, -1.045)  0.120
H (0.031, 4.247, -1.143)  0.125
H (0.294, 2.035, 1.627)  0.124
H (2.319, 0.694, 2.145)  0.119
H (4.373, -1.153, -1.913)  0.125
H (2.636, -0.923, -1.545)  0.130
H (2.858, -3.075, -2.718)  0.130
H (4.157, -3.584, -1.595)  0.132
H (1.810, -3.916, 1.067)  0.124
H (3.543, -4.057, 0.640)  0.133
H (3.245, -1.971, 1.942)  0.125
H (1.931, -1.459, 0.833)  0.122
H (4.056, 1.820, -1.558)  0.117
H (2.062, 3.221, -2.085)  0.119
H (-2.886, 1.100, 1.731)  0.136
H (-3.337, 2.801, 1.413)  0.072
H (-4.362, 2.139, -0.738)  0.129
H (-5.076, 1.206, 0.596)  0.117

Forces on atoms 1 to 3 (eV/Å):
0.172 -0.181 0.018
-0.510 0.249 0.067
0.086 0.053 -0.017

The SMILES is COc1ccccc1N1CCN(C(=S)Nc2ccc(S(=O)(=O)N3CCOCC3)cc2)CC1. The value obtained for the relative energy (zero: lowest compared OMol25 entry of this formula, charge and spin) is 222.3 kJ/mol. The calculation puts the highest occupied orbital energy at -7.68 eV. As for the total energy: -2171.4603 Ha. The gap between HOMO and LUMO is 7.922 eV.

---

(2)
Entry from the OMol25 dataset: an isolated ion of composition C22H28N5O4 and charge +1 (the ωB97M-V functional and the def2-TZVPD basis).

Last column: Löwdin charge in e.
Positions of all 59 atoms, in Å:
O (1.321, 1.719, -0.231)  0.040
C (0.457, 1.742, 0.662)  -0.357
N (0.652, 2.403, 1.824)  0.119
N (1.771, 3.146, 2.213)  -0.135
C (2.294, 4.122, 1.267)  -0.108
C (3.667, 3.712, 0.697)  -0.087
N (3.685, 2.249, 0.561)  -0.132
C (4.710, 1.704, -0.359)  -0.074
C (4.431, 0.247, -0.630)  -0.231
C (3.375, -0.105, -1.466)  -0.041
C (3.069, -1.437, -1.681)  -0.057
C (3.827, -2.427, -1.076)  -0.062
C (4.891, -2.084, -0.259)  -0.064
C (5.189, -0.751, -0.031)  -0.046
C (3.727, 1.615, 1.892)  -0.082
C (2.815, 2.391, 2.870)  -0.113
C (-0.797, 1.018, 0.489)  -0.132
C (-1.993, 1.263, 1.182)  -0.007
C (-3.120, 0.534, 0.914)  0.014
C (-3.151, -0.509, -0.051)  -0.123
N (-4.318, -1.077, -0.396)  -0.054
C (-4.601, -1.740, -1.650)  -0.103
C (-5.087, -3.176, -1.385)  -0.163
O (-5.828, -3.247, -0.184)  -0.108
C (-6.507, -2.056, 0.095)  -0.184
C (-5.504, -0.932, 0.433)  -0.108
C (-1.896, -0.822, -0.642)  -0.061
N (-1.619, -2.044, -1.351)  -0.362
O (-0.773, -2.010, -2.220)  0.087
O (-2.188, -3.049, -0.977)  0.096
C (-0.782, -0.037, -0.416)  0.077
H (-0.088, 2.402, 2.514)  0.152
H (1.570, 4.252, 0.461)  0.132
H (2.391, 5.080, 1.788)  0.130
H (3.812, 4.173, -0.281)  0.140
H (4.481, 4.029, 1.353)  0.141
H (2.692, 1.996, 0.134)  0.100
H (4.656, 2.272, -1.290)  0.143
H (5.702, 1.840, 0.082)  0.141
H (2.791, 0.663, -1.949)  0.114
H (2.243, -1.703, -2.323)  0.107
H (3.591, -3.466, -1.248)  0.112
H (5.489, -2.853, 0.203)  0.110
H (6.020, -0.488, 0.607)  0.115
H (3.402, 0.578, 1.782)  0.138
H (4.754, 1.616, 2.264)  0.140
H (2.357, 1.702, 3.580)  0.134
H (3.400, 3.116, 3.440)  0.131
H (-2.062, 2.069, 1.897)  0.116
H (-4.027, 0.794, 1.432)  0.107
H (-5.395, -1.166, -2.143)  0.136
H (-3.744, -1.740, -2.318)  0.126
H (-4.242, -3.855, -1.256)  0.112
H (-5.699, -3.511, -2.235)  0.132
H (-7.138, -2.255, 0.962)  0.134
H (-7.154, -1.764, -0.745)  0.128
H (-5.979, 0.045, 0.280)  0.136
H (-5.208, -1.033, 1.480)  0.130
H (0.140, -0.294, -0.919)  0.124

Forces on atoms 1 to 3 (eV/Å):
-0.024 0.040 -0.049
0.186 0.103 0.148
-0.174 0.075 0.320

The SMILES is O=C(NN1CC[NH+](Cc2ccccc2)CC1)c1ccc(N2CCOCC2)c([N+](=O)[O-])c1. The value obtained for the relative energy (zero: lowest compared OMol25 entry of this formula, charge and spin) is 0.0 kJ/mol. The calculation puts the highest occupied orbital energy at -10.78 eV. As for the total energy: -1429.5279 Ha. The gap between HOMO and LUMO is 8.074 eV. As for the total charge: +1.

---

(3)
Entry from the OMol25 dataset: a 3-piece molecular cluster, C22H29BBrClN2O6 overall (the ωB97M-V functional and the def2-TZVPD basis).

Last column: Löwdin charge in e.
Positions of all 62 atoms, in Å:
C (1.246, -4.457, 1.782)  0.055
C (1.486, -3.860, 0.563)  -0.095
C (0.913, -2.547, 0.265)  -0.139
C (-0.196, -2.062, 0.976)  -0.035
C (-0.708, -0.815, 0.732)  -0.562
Cl (-2.051, -0.239, 1.668)  0.777
C (-0.162, 0.044, -0.229)  -0.045
B (-0.758, 1.506, -0.494)  -0.458
O (0.065, 2.599, -0.233)  0.121
C (-2.209, 1.680, -1.050)  -0.159
C (-3.030, 2.719, -0.245)  -0.107
C (0.936, -0.436, -0.916)  -0.052
C (1.480, -1.710, -0.700)  -0.035
C (2.675, -2.101, -1.501)  -0.360
O (2.879, -3.217, -1.917)  0.090
C (3.617, -0.967, -1.791)  -0.512
Br (5.439, -1.374, -1.869)  0.871
C (3.109, 0.250, -1.974)  -0.268
O (3.836, 1.365, -2.219)  -0.046
C (3.944, 2.206, -1.051)  -0.215
C (5.361, 2.264, -0.531)  -0.066
C (1.616, 0.413, -1.922)  -0.252
O (1.036, 1.176, -2.665)  0.158
H (0.233, -4.767, 2.028)  0.067
H (2.046, -4.617, 2.497)  0.063
H (2.095, -4.341, -0.194)  0.096
H (-0.661, -2.655, 1.750)  0.111
H (0.664, 2.731, -0.976)  0.090
H (-2.710, 0.712, -0.983)  0.083
H (-2.163, 1.947, -2.109)  0.112
H (-2.779, 2.700, 0.810)  0.026
H (-2.883, 3.710, -0.665)  0.074
H (-4.083, 2.454, -0.320)  0.075
H (3.298, 1.833, -0.251)  0.128
H (3.585, 3.203, -1.304)  0.126
H (5.997, 2.875, -1.170)  0.081
H (5.370, 2.736, 0.453)  0.081
H (5.796, 1.275, -0.413)  0.049
C (-1.724, 6.011, 4.671)  -0.062
N (-2.140, 5.163, 3.575)  -0.196
C (-1.282, 5.032, 2.407)  -0.032
C (-3.302, 4.482, 3.592)  -0.345
O (-3.683, 3.762, 2.690)  0.012
H (-1.596, 7.040, 4.328)  0.088
H (-0.776, 5.660, 5.085)  0.088
H (-2.476, 5.996, 5.458)  0.081
H (-1.811, 5.360, 1.512)  0.094
H (-0.994, 3.990, 2.262)  0.088
H (-0.389, 5.638, 2.545)  0.086
H (-3.887, 4.639, 4.514)  0.132
C (-2.274, -5.336, -3.472)  -0.058
N (-1.774, -5.341, -2.113)  -0.195
C (-0.560, -6.072, -1.794)  -0.028
C (-2.391, -4.685, -1.113)  -0.342
O (-1.997, -4.661, 0.040)  0.005
H (-2.497, -6.355, -3.797)  0.089
H (-1.530, -4.907, -4.147)  0.090
H (-3.184, -4.743, -3.530)  0.083
H (-0.773, -6.828, -1.037)  0.096
H (0.172, -5.373, -1.389)  0.074
H (-0.160, -6.549, -2.685)  0.089
H (-3.303, -4.155, -1.435)  0.135

Forces on atoms 1 to 3 (eV/Å):
-0.102 0.049 -0.788
-0.316 -0.172 0.839
-1.313 -0.865 -1.095

The SMILES is C=Cc1cc(Cl)c(B(O)CC)c2c1C(=O)C(Br)=C(OCC)C2=O.CN(C)C=O.CN(C)C=O. The value obtained for the relative energy (zero: lowest compared OMol25 entry of this formula, charge and spin) is 0.0 kJ/mol. The calculation puts the highest occupied orbital energy at -7.83 eV. As for the total energy: -4475.6503 Ha. The gap between HOMO and LUMO is 6.903 eV.

---

(4)
Entry from the OMol25 dataset: C22H29ClCrNO8Se as an isolated structure (the ωB97M-V functional and the def2-TZVPD basis).

Last column: Mulliken spin population.
Positions of all 63 atoms, in Å:
Cr (-0.113, -0.131, 0.372)  1.186
O (-0.011, 2.661, -0.598)  0.001
Cl (-1.384, 2.328, -0.683)  -0.001
O (-2.197, 3.435, -0.392)  0.000
O (-1.690, 1.795, -1.960)  0.001
O (-1.648, 1.302, 0.316)  0.007
C (0.379, -6.362, -2.042)  0.000
O (0.217, -6.500, -0.649)  -0.001
C (0.222, -5.378, 0.110)  -0.002
C (-0.109, -5.544, 1.468)  0.002
C (-0.229, -4.455, 2.284)  -0.006
C (-0.038, -3.143, 1.812)  -0.006
C (-0.368, -1.980, 2.578)  0.018
C (-0.473, -2.016, 4.078)  0.000
O (-0.565, -0.863, 2.022)  0.005
C (0.434, -2.983, 0.468)  -0.011
O (0.813, -1.845, -0.005)  -0.020
C (0.532, -4.120, -0.359)  0.009
H (0.253, -7.360, -2.458)  0.000
H (1.376, -5.987, -2.297)  0.000
H (-0.377, -5.693, -2.468)  0.000
H (-0.282, -6.540, 1.836)  0.000
H (-0.521, -4.610, 3.308)  0.000
H (-0.385, -3.018, 4.476)  -0.001
H (-1.412, -1.566, 4.392)  -0.001
H (0.336, -1.404, 4.482)  -0.001
H (0.845, -3.937, -1.375)  0.000
C (2.877, 0.552, -1.611)  0.001
N (2.066, 0.085, -2.716)  0.021
C (2.719, -0.420, -3.899)  -0.002
C (0.751, -0.076, -2.501)  0.011
C (-0.182, -0.544, -3.581)  -0.001
O (0.264, 0.191, -1.389)  -0.027
H (3.876, 0.778, -1.968)  0.000
H (2.939, -0.207, -0.822)  0.002
H (2.436, 1.455, -1.186)  -0.001
H (3.794, -0.285, -3.793)  0.000
H (2.390, 0.118, -4.791)  0.001
H (2.519, -1.488, -4.026)  0.001
H (0.263, -0.597, -4.567)  0.001
H (-1.018, 0.158, -3.575)  0.000
H (-0.571, -1.523, -3.301)  0.000
C (1.201, 2.601, 7.565)  0.000
C (1.269, 2.112, 6.151)  -0.009
C (2.416, 1.542, 5.619)  0.003
C (2.486, 1.163, 4.286)  -0.001
C (3.755, 0.580, 3.745)  -0.006
C (1.374, 1.357, 3.450)  -0.016
Se (1.592, 1.093, 1.534)  -0.163
C (0.195, 1.894, 3.984)  0.011
C (-1.027, 2.140, 3.161)  -0.003
C (0.165, 2.251, 5.323)  0.004
H (2.103, 2.359, 8.118)  0.000
H (0.347, 2.171, 8.085)  0.000
H (1.075, 3.682, 7.577)  -0.001
H (3.286, 1.409, 6.249)  0.000
H (4.433, 0.310, 4.551)  -0.001
H (4.242, 1.306, 3.092)  0.000
H (3.539, -0.301, 3.141)  0.001
H (-1.190, 1.352, 2.430)  -0.002
H (-0.932, 3.079, 2.612)  -0.001
H (-1.910, 2.201, 3.795)  -0.001
H (-0.741, 2.687, 5.721)  0.000

Forces on atoms 1 to 3 (eV/Å):
1.821 0.012 1.443
0.822 0.558 -0.052
0.238 1.807 -1.478

The value obtained for the relative energy (zero: lowest compared OMol25 entry of this formula, charge and spin) is 147.7 kJ/mol. The calculation puts the highest occupied orbital energy (alpha / beta) at -7.48 / -7.45 eV. As for the total energy: -5418.2272 Ha. Its spin multiplicity is 2. The gap between HOMO and LUMO (alpha / beta) is 6.560 / 7.269 eV.